The following is a quantum chemistry calculation of a 3-piece molecular cluster, H3N3O3 overall in a non-equilibrium geometry, from the Open Molecules 2025 dataset.

Properties
Max |F|, eV Å⁻¹: 3.58
Energy above the lowest of the compared OMol25 structures with the same formula, charge and spin, kcal per mole: 13.5
Total charge: 0
SMILES: O=NO.N#N.O
E, eV: -10659.20972

Geometry (Å):
O  -4.0788  0.7464  -0.2667
N  -3.0532  0.8765  0.2668
O  -2.7029  -0.1661  1.2028
H  -1.7457  -0.2657  1.1804
N  -1.5327  3.8907  -0.2853
N  -2.5248  3.4554  -0.1024
O  -0.0665  0.6860  0.0397
H  -0.7329  0.9721  -0.7200
H  0.5712  1.4067  0.2482